[1]
This record from the Open Molecules 2025 dataset describes 8 unconnected molecules or ions with the total composition C27H36F5NO23S2 in a non-equilibrium geometry. The level of theory is ωB97M-V with the def2-TZVPD basis set.

Geometry (Å):
O (-8.6988, -2.9535, -2.9352)
N (-7.7733, -2.4426, -2.3050)
O (-7.8563, -2.1336, -1.0815)
C (-6.4257, -2.4245, -3.0221)
C (-5.3464, -2.1021, -2.2818)
C (-4.1155, -1.9024, -2.9378)
C (-3.9861, -2.2525, -4.3075)
C (-5.1282, -2.7112, -5.0160)
C (-6.3619, -2.7437, -4.3917)
H (-5.3089, -1.8322, -1.2368)
H (-3.2283, -1.5701, -2.4193)
H (-3.0115, -2.0539, -4.7283)
H (-4.8242, -2.9166, -6.0317)
H (-7.1447, -3.1176, -5.0349)
O (-0.7538, -1.7138, -1.9922)
C (-0.2090, -1.1014, -1.1130)
O (1.0690, -0.9157, -1.2308)
C (1.6055, -0.1467, -0.1737)
C (0.3447, 0.1102, 0.6562)
F (0.0980, 1.4181, 0.4034)
O (-0.7589, -0.5914, 0.0357)
H (2.3186, -0.8226, 0.2983)
H (2.2213, 0.6666, -0.5577)
H (0.4279, -0.0135, 1.7360)
O (2.4049, 1.9558, 2.5083)
C (2.6456, 2.4030, 3.6484)
O (3.8602, 2.7908, 4.1382)
C (3.7377, 2.9593, 5.5396)
C (2.2979, 3.2708, 5.6773)
F (2.0330, 4.5019, 5.3942)
O (1.7744, 2.4694, 4.6728)
H (3.9811, 2.0783, 6.1335)
H (4.4733, 3.6922, 5.8711)
H (1.9624, 3.1327, 6.7051)
O (0.6110, -1.9345, 4.5543)
C (-0.2338, -1.0549, 4.3918)
O (-1.3305, -1.3064, 3.6623)
C (-1.9932, -0.1062, 3.3803)
C (-1.2793, 0.9655, 4.3151)
F (-2.0746, 1.3365, 5.3401)
O (-0.2657, 0.1928, 4.7509)
H (-1.8080, 0.0776, 2.3219)
H (-3.0504, -0.2739, 3.5862)
H (-0.8874, 1.8459, 3.8057)
O (-0.6715, -0.3482, -4.9012)
C (0.4993, -0.3798, -4.7493)
O (1.2182, 0.7263, -4.5179)
C (2.5699, 0.3969, -4.2473)
C (2.6633, -1.0578, -4.7945)
F (3.4077, -1.7699, -3.9478)
O (1.3604, -1.4653, -4.8175)
H (3.1622, 1.0536, -4.8845)
H (2.8480, 0.3815, -3.1935)
H (3.0716, -1.0154, -5.8042)
O (3.7143, 6.2236, -1.8688)
C (2.8249, 5.3747, -1.8291)
O (1.4800, 5.7055, -1.8171)
C (0.7741, 4.5358, -1.9763)
C (1.5889, 3.5932, -1.1609)
F (1.4009, 2.3862, -1.6281)
O (2.9059, 3.9876, -1.5404)
H (-0.2130, 4.7230, -1.5535)
H (0.7606, 4.1715, -3.0036)
H (1.4068, 3.6324, -0.0869)
C (-2.2674, -3.8647, 0.9116)
C (-3.7092, -3.8165, 1.2488)
O (-3.9772, -3.2664, 2.5373)
S (-5.3323, -2.2954, 2.7985)
C (-6.7349, -3.4818, 3.0990)
O (-5.1335, -1.5741, 4.0938)
O (-5.7989, -1.6200, 1.5814)
H (-1.9568, -4.8131, 1.3500)
H (-1.8427, -2.9108, 1.2244)
H (-2.0214, -4.0284, -0.1375)
H (-4.3195, -3.2882, 0.5164)
H (-4.3279, -4.7124, 1.1981)
H (-6.3520, -3.9702, 3.9950)
H (-6.7433, -4.2300, 2.3063)
H (-7.6591, -2.9257, 3.2563)
C (5.3400, 2.2655, -2.5082)
C (5.8092, 2.6617, -1.1403)
O (6.4973, 1.5954, -0.4103)
S (5.4859, 0.5074, 0.5076)
C (6.6858, -0.8757, 0.9200)
O (5.1831, 1.1632, 1.7962)
O (4.5475, 0.0395, -0.4318)
H (5.9040, 1.3747, -2.7849)
H (5.3291, 3.0566, -3.2579)
H (4.3056, 1.9359, -2.4115)
H (6.4251, 3.5581, -1.2125)
H (5.1162, 3.0662, -0.4026)
H (6.1119, -1.7249, 1.2909)
H (7.3868, -0.4924, 1.6615)
H (7.2640, -0.9191, -0.0029)

Output
**Charge**: 0

=====

[2]
This record from the Open Molecules 2025 dataset describes a molecular structure, C27H36GeN2PPtS. The level of theory is ωB97M-V with the def2-TZVPD basis set.

Geometry (Å):
Pt (-0.0036, -0.2904, -1.2006)
C (1.3781, -0.6300, 4.0264)
C (0.2417, 0.2755, 3.6242)
C (-0.3071, 1.1088, 4.5959)
C (-1.3507, 1.9757, 4.3155)
C (-1.8843, 2.0207, 3.0380)
C (-1.3498, 1.2035, 2.0576)
C (-0.2911, 0.3420, 2.3239)
P (0.3085, -0.7408, 0.9925)
C (2.1243, -0.6279, 1.1089)
C (2.5648, 0.7019, 1.0693)
C (3.9084, 1.0137, 1.0772)
C (4.8400, -0.0161, 1.1154)
C (4.4104, -1.3282, 1.1540)
C (3.0556, -1.6702, 1.1535)
C (2.7204, -3.1374, 1.2146)
C (-0.4530, -2.3451, 1.2714)
C (-0.9908, -2.8165, 2.4637)
C (-1.6648, -4.0264, 2.4598)
C (-1.8041, -4.7381, 1.2729)
C (-1.2744, -4.2556, 0.0849)
C (-0.5869, -3.0470, 0.0676)
C (0.0275, -2.4458, -1.1656)
H (1.3349, -0.8236, 5.0974)
H (2.3418, -0.1660, 3.8072)
H (1.3590, -1.5912, 3.5136)
H (0.0963, 1.0680, 5.6003)
H (-1.7519, 2.6064, 5.0977)
H (-2.7119, 2.6793, 2.8090)
H (-1.7785, 1.2141, 1.0661)
H (1.8339, 1.5032, 1.0456)
H (4.2283, 2.0470, 1.0591)
H (5.8990, 0.2058, 1.1232)
H (5.1411, -2.1272, 1.1980)
H (3.3768, -3.6347, 1.9291)
H (2.8896, -3.6075, 0.2433)
H (1.6963, -3.3379, 1.5075)
H (-0.9129, -2.2404, 3.3767)
H (-2.1004, -4.4048, 3.3745)
H (-2.3480, -5.6739, 1.2732)
H (-1.4009, -4.8140, -0.8344)
H (-0.5175, -2.7589, -2.0588)
H (1.0500, -2.8226, -1.2849)
C (0.8440, 3.2471, -4.3997)
N (0.9227, 1.9808, -3.6936)
C (0.8334, 0.7882, -4.2578)
N (0.7058, 0.6967, -5.5791)
S (0.9550, -0.6768, -3.3565)
H (1.0513, 4.0472, -3.6955)
H (-0.1488, 3.4052, -4.8261)
H (1.5942, 3.3016, -5.1906)
H (1.0181, 1.9681, -2.6882)
H (0.7398, 1.4989, -6.1855)
H (0.6063, -0.2163, -5.9892)
C (-2.4980, 1.2880, -3.5880)
Ge (-2.4665, 1.9083, -1.7353)
C (-2.7499, 3.8368, -1.6311)
C (-3.7876, 0.9276, -0.6831)
C (-0.6545, 1.4905, -1.0042)
H (-3.5271, 1.2491, -3.9456)
H (-2.0675, 0.2887, -3.6643)
H (-1.9418, 1.9626, -4.2400)
H (-3.7478, 4.0950, -1.9862)
H (-2.0253, 4.3772, -2.2414)
H (-2.6562, 4.1814, -0.6008)
H (-4.7384, 0.9138, -1.2165)
H (-3.9514, 1.3948, 0.2871)
H (-3.4599, -0.1012, -0.5299)
H (-0.1937, 2.2990, -0.4235)

Output
**Energy relative to the best compared isomer or geometry (same formula, charge and spin)**: 10.3 kcal/mol
**Charge**: +1

=====

[3]
This record from the Open Molecules 2025 dataset describes a molecular structure, C27H36IrO4PTe in a non-equilibrium geometry. The level of theory is ωB97M-V with the def2-TZVPD basis set.

Geometry (Å):
Ir (-2.8398, -3.1203, -4.6570)
C (-4.2385, -0.4792, -7.0004)
C (-3.6033, -1.7747, -6.8242)
C (-4.3027, -3.0137, -6.5679)
C (-3.6769, -4.2802, -6.4362)
C (-2.2455, -4.3591, -6.5593)
C (-1.6002, -3.1453, -6.7062)
C (-2.2481, -1.8961, -6.7949)
H (-3.7494, 0.0155, -7.9264)
H (-4.1430, 0.1623, -6.1645)
H (-5.2492, -0.5801, -7.1846)
H (-5.4059, -2.9151, -6.6494)
H (-4.2827, -5.1795, -6.2000)
H (-1.7710, -5.3844, -6.5891)
H (-0.5039, -3.1468, -6.7653)
H (-1.6095, -1.0297, -6.8793)
Te (0.8408, 2.0408, 4.9349)
C (2.8176, 1.5177, 4.4237)
C (3.4855, 2.5480, 3.7241)
C (4.8259, 2.3257, 3.4020)
C (5.3744, 1.0756, 3.6584)
C (4.6436, 0.0312, 4.1982)
C (3.3384, 0.2410, 4.6524)
C (1.2238, 3.0304, 6.8099)
C (2.4950, 3.0279, 7.3325)
C (2.7449, 3.6099, 8.5994)
C (1.6546, 4.2156, 9.1890)
C (0.4456, 4.3808, 8.5767)
C (0.1495, 3.7215, 7.4072)
H (3.0454, 3.5027, 3.6642)
H (5.4349, 3.0788, 2.9422)
H (6.4492, 0.9967, 3.4943)
H (5.1395, -0.9066, 4.3200)
H (2.8197, -0.4174, 5.3451)
H (3.3046, 2.5800, 6.7933)
H (3.7515, 3.4101, 8.9369)
H (1.7706, 4.7595, 10.1268)
H (-0.2916, 4.8401, 9.1538)
H (-0.7953, 3.5861, 7.0010)
C (-3.6071, 1.5340, -1.2674)
C (-2.2735, 0.9624, -1.2818)
C (-1.8463, 0.4330, 0.1011)
C (-1.2797, 1.9153, -1.7675)
O (-2.1652, -0.1400, -2.3526)
P (-1.4314, -1.6356, -2.2802)
O (-1.3950, -2.0761, -3.6265)
O (-2.3454, -2.5319, -1.2634)
O (0.0188, -1.6019, -1.7304)
C (1.3464, -1.9121, -0.8815)
C (2.3363, -0.8391, -1.2819)
C (0.9488, -2.0170, 0.5302)
C (1.7566, -3.1952, -1.4816)
H (-3.5266, 2.4812, -0.7764)
H (-4.2558, 0.8677, -0.6756)
H (-3.9287, 1.7766, -2.2289)
H (-1.8605, 1.2767, 0.7463)
H (-0.8679, -0.0948, 0.1596)
H (-2.4795, -0.3106, 0.5959)
H (-1.3054, 2.7726, -0.9910)
H (-1.5599, 2.3462, -2.7342)
H (-0.2614, 1.5187, -1.8893)
H (2.3783, 0.0030, -0.6036)
H (2.2149, -0.4963, -2.2932)
H (3.3884, -1.2429, -1.2763)
H (1.0106, -1.0255, 1.0405)
H (1.8290, -2.6109, 0.8873)
H (0.0580, -2.6167, 0.7227)
H (1.6646, -3.2307, -2.5133)
H (1.3278, -4.0915, -1.0081)
H (2.9129, -3.2885, -1.3601)

Output
**<S²>**: 8.777
**Multiplicity**: 6
**Charge**: +3

=====

Number 1: DFT total energy -112415.837 eV. Number 2: DFT total energy -111445.052 eV. Number 3: DFT total energy -56162.701 eV.